Entry from the Open Molecules 2025 dataset: a single C5H7NO molecule (wB97M-V/def2-TZVPD).

Results
Kohn-Sham gap ... 7.358 eV
LUMO ... 0.21 eV
Energy above the lowest of the compared OMol25 structures with the same formula, charge and spin ... 346.1 kJ/mol
Highest occupied orbital energy ... -7.2 eV
Strongest force on any atom ... 0.490 eV/A

Geometry as ORCA input:
```
! RIJCOSX wB97M-V def2-TZVPD def2/J DEFGRID3
* xyz 0 1
C 1.024 -0.391 -1.539
N 0.256 0.162 -0.442
C -0.435 1.468 -0.437
C -1.189 1.682 0.658
C -1.049 0.350 1.392
C -0.018 -0.451 0.662
O 0.507 -1.648 0.932
H 0.343 -0.829 -2.276
H 1.701 -1.162 -1.167
H 1.590 0.412 -2.014
H -0.204 2.084 -1.301
H -1.971 -0.211 1.181
H -0.945 0.373 2.482
H 0.390 -1.839 1.872
*
```

***

Entry from the Open Molecules 2025 dataset: C11H14BN7Pt as an isolated structure (wB97M-V/def2-TZVPD).

Results
Kohn-Sham gap (spin up / spin down) ... 5.000 / 4.002 eV
LUMO (spin up / spin down) ... -17.35 / -17.70 eV
Highest occupied orbital energy (spin up / spin down) ... -22.3 / -21.7 eV
Strongest force on any atom ... 6.341 eV/A

Geometry as ORCA input:
```
! RIJCOSX wB97M-V def2-TZVPD def2/J DEFGRID3
* xyz 4 5
C -0.129 2.727 0.950
N -0.089 1.722 0.102
N 0.121 2.000 -1.202
C 0.211 3.327 -1.184
C 0.038 3.815 0.133
B 0.282 0.933 -2.323
N 1.435 0.028 -1.669
N 1.213 -0.539 -0.467
C 2.128 -1.366 -0.008
C 3.085 -1.306 -1.010
C 2.626 -0.456 -1.979
Pt -0.494 -0.086 0.505
N -0.970 0.170 -2.223
N -1.375 -0.427 -1.031
C -2.438 -1.232 -1.065
C -2.762 -1.203 -2.372
C -1.916 -0.376 -3.002
H -2.605 -1.693 -0.086
H -1.958 -0.212 -3.961
H -3.573 -1.770 -2.572
H 0.577 1.365 -3.411
H 3.066 -0.186 -2.843
H 0.379 3.954 -1.994
H 3.938 -1.852 -0.877
H 0.025 4.786 0.508
H 1.859 -1.838 0.918
H -0.210 2.518 1.997
H -1.474 -4.543 3.250
C -1.368 -3.667 3.805
H -0.504 -3.583 4.404
H 1.723 0.210 5.553
H -2.243 -3.237 4.207
N 0.360 1.274 4.078
C 1.043 0.743 4.868
*
```